# 1
A structure of composition C51H51BBiCl4IN2O5PSSb, computed with wB97M-V/def2-TZVPD.

Last column: Löwdin charge in e.
Geometry (Å):
Bi (0.1504, 0.3082, 0.3661)  1.2489
Cl (-2.6520, 0.4339, -2.2781)  0.7135
C (-3.3477, 1.9110, -1.6384)  -0.6475
C (-4.7585, 1.9610, -1.4628)  -0.0972
C (-5.3429, 3.0639, -0.8380)  -0.0993
C (-4.5166, 4.1467, -0.6146)  -0.0790
C (-3.1075, 4.1275, -0.7734)  -0.0368
C (-2.5022, 2.9288, -1.2437)  -0.3871
P (-0.6667, 2.7733, -1.3929)  1.0281
C (-0.4005, 2.7659, -3.2017)  -0.3636
C (-1.4149, 2.8935, -4.1660)  -0.1172
C (-1.0993, 2.8709, -5.5112)  -0.0868
C (0.2278, 2.7084, -5.9009)  -0.0873
C (1.2339, 2.5189, -4.9728)  -0.0961
C (0.9678, 2.5066, -3.6237)  -0.0590
C (-0.0046, 4.4978, -1.0833)  -0.3588
C (0.7225, 4.6870, 0.0852)  -0.0858
C (1.0707, 6.0086, 0.4440)  -0.0619
C (0.7167, 7.0582, -0.4196)  -0.0746
C (0.1007, 6.7910, -1.6471)  -0.0722
C (-0.2260, 5.5118, -1.9492)  -0.1255
H (-5.3193, 1.0939, -1.7713)  0.1009
H (-6.3759, 3.1502, -0.6574)  0.0952
H (-4.9501, 5.1244, -0.2940)  0.1173
H (-2.4764, 4.9411, -0.4868)  0.0937
H (-2.4878, 3.0017, -3.9859)  0.1057
H (-1.8431, 3.0624, -6.2265)  0.0862
H (0.5563, 2.7678, -6.9842)  0.1238
H (2.1752, 2.2567, -5.3614)  0.0910
H (1.7453, 2.3496, -2.9172)  0.0921
H (0.9965, 3.8050, 0.6396)  0.0561
H (1.5019, 6.2727, 1.4443)  0.1184
H (0.7737, 8.0589, -0.1365)  0.0795
H (-0.1750, 7.6326, -2.3026)  0.1172
H (-0.8485, 5.2617, -2.7684)  0.0993
Cl (-1.0541, 1.8868, 2.1668)  -0.1521
Cl (5.0200, -1.9945, 4.8282)  0.5050
C (3.4743, -1.7707, 3.9900)  -0.9906
Cl (3.8545, -1.8534, 2.2676)  0.5640
H (3.0606, -0.7831, 4.2515)  0.0412
H (2.7920, -2.5744, 4.2164)  0.0074
N (2.6400, -4.4981, 0.6538)  0.1418
C (1.9212, -5.6347, 0.8206)  -0.6813
N (2.4852, -6.6316, 1.5750)  0.1165
O (0.7566, -5.7693, 0.4039)  -0.0163
H (3.3392, -4.1962, 1.3114)  0.0274
H (2.1785, -3.6618, 0.2309)  0.0500
H (3.5143, -6.6409, 1.7753)  0.1124
H (2.0447, -7.5596, 1.6301)  0.1078
C (5.1023, 1.6398, 2.9224)  -0.0144
C (3.8547, 2.1594, 2.2381)  -0.4524
C (3.2262, 3.2993, 3.0178)  0.0071
O (2.7924, 1.1489, 2.2016)  0.0275
B (2.2261, 1.2179, 0.9557)  -0.8990
O (2.8280, 1.9805, 0.0419)  0.0692
C (4.0593, 2.3884, 0.7258)  -0.4584
C (5.0520, 1.4193, 0.1389)  -0.0112
C (4.3840, 3.8579, 0.3364)  0.0134
H (5.0470, 1.6145, 3.9832)  0.0703
H (5.9066, 2.3924, 2.8068)  0.1100
H (5.3753, 0.5848, 2.7113)  0.0761
H (3.0265, 2.9923, 4.0505)  0.1043
H (2.3206, 3.5796, 2.5424)  0.0671
H (3.8531, 4.2153, 3.0842)  0.1052
H (4.7477, 0.3725, 0.4753)  0.1034
H (6.0513, 1.6841, 0.4210)  0.0838
H (4.9448, 1.3795, -0.9727)  0.1160
H (3.6572, 4.6853, 0.5745)  0.0859
H (4.5857, 3.8213, -0.7561)  0.0999
H (5.3201, 4.1154, 0.8405)  0.0862
I (0.1246, -3.7894, -7.5775)  0.8331
C (0.8147, -3.0841, -5.7099)  -0.7110
C (1.7472, -3.6561, -4.8899)  -0.1196
C (2.0325, -3.1462, -3.6237)  -0.0187
C (1.4224, -2.0290, -3.2380)  -0.1398
C (0.3781, -1.4853, -4.0366)  -0.0192
C (0.0631, -2.0104, -5.2566)  -0.1822
C (1.5275, -1.4332, -1.8831)  -0.5783
O (1.7741, -2.1037, -0.8725)  -0.0698
O (1.1269, -0.1752, -1.7793)  -0.2818
H (2.2445, -4.5599, -5.2232)  0.1027
H (2.8330, -3.5293, -3.0422)  0.1211
H (-0.1895, -0.7137, -3.6543)  0.0670
H (-0.8110, -1.6712, -5.8380)  0.0910
S (0.6227, -1.7701, 2.0686)  0.0824
Sb (-1.5116, -2.3844, 1.9867)  1.2554
C (-1.6992, -4.1121, 3.1777)  -0.3192
C (-0.7077, -4.3507, 4.1383)  -0.1309
C (-0.8228, -5.4570, 4.9916)  -0.0761
C (-1.9300, -6.2720, 4.8948)  -0.0828
C (-2.9637, -5.9658, 4.0337)  -0.0981
C (-2.9349, -4.8643, 3.2042)  -0.0806
C (-2.9791, -0.9634, 2.5186)  -0.3899
C (-3.4417, -0.9577, 3.8075)  -0.1275
C (-4.4203, -0.0487, 4.1650)  -0.0854
C (-4.8752, 0.8496, 3.2036)  -0.0749
C (-4.3221, 0.8493, 1.9322)  -0.0912
C (-3.4268, -0.1239, 1.5545)  -0.2250
C (-2.2567, -2.9755, 0.1466)  -0.3320
C (-3.6656, -2.9421, -0.0541)  -0.1381
C (-4.1565, -3.1261, -1.3273)  -0.0839
C (-3.3021, -3.3853, -2.4428)  -0.0723
C (-1.9391, -3.4359, -2.2680)  -0.0726
C (-1.4035, -3.1921, -0.9779)  -0.0721
H (0.0977, -3.6292, 4.2606)  0.0644
H (-0.0022, -5.5500, 5.6782)  0.1010
H (-2.0802, -7.0735, 5.6207)  0.1108
H (-3.8690, -6.5067, 3.9543)  0.0945
H (-3.7494, -4.5936, 2.5288)  0.0997
H (-3.2046, -1.6095, 4.6551)  0.1130
H (-4.7396, 0.0378, 5.2200)  0.1153
H (-5.5747, 1.6742, 3.4927)  0.1201
H (-4.6627, 1.6020, 1.1578)  0.1073
H (-3.1035, -0.2519, 0.5372)  0.0591
H (-4.3254, -2.6722, 0.7249)  0.0833
H (-5.2227, -3.1167, -1.4465)  0.0953
H (-3.7218, -3.4140, -3.4986)  0.1281
H (-1.2848, -3.7114, -3.0416)  0.0872
H (-0.3214, -3.2883, -0.8027)  0.0866

For the highest occupied orbital energy, the calculation gives -7.90 eV. Its HOMO-LUMO gap is 8.3 eV. The LUMO energy comes out at 0.4 eV. The electronic energy is -158303.6399 eV.

---

# 2
A structure of composition C17H33F6N8OSTl, computed with wB97M-V/def2-TZVPD.

Last column: Löwdin charge in e.
Geometry (Å):
Tl (0.5845, 0.8407, 0.0624)  0.9270
C (2.6694, -0.0042, -3.5457)  -0.1746
C (1.2120, -0.4278, -3.4373)  -0.2460
N (0.2975, 0.6504, -3.0912)  -0.0816
C (-1.1060, 0.3012, -3.3153)  -0.2145
C (-1.5779, -0.8836, -2.4777)  -0.2094
N (-1.4271, -0.6177, -1.0547)  -0.1195
C (-1.7882, -1.6922, -0.1263)  -0.2186
C (-0.9932, -2.9880, -0.2983)  -0.1580
C (0.5130, -2.8757, -0.5364)  -0.2167
N (1.1779, -1.8947, 0.3109)  -0.0912
C (2.6315, -2.0294, 0.3245)  -0.2080
C (3.2876, -1.4810, -0.9396)  -0.2108
N (3.0088, -0.0599, -1.0540)  -0.1456
C (3.3034, 0.6283, -2.3072)  -0.2290
H (2.7875, 0.7071, -4.3694)  0.1147
H (3.2396, -0.8895, -3.8396)  0.1102
H (1.1257, -1.1856, -2.6616)  0.0685
H (0.9259, -0.9105, -4.3866)  0.1265
H (0.5188, 1.4788, -3.6316)  0.1139
H (-1.3000, 0.0517, -4.3702)  0.1173
H (-1.7104, 1.1787, -3.0684)  0.0984
H (-1.0041, -1.7767, -2.7309)  0.1035
H (-2.6208, -1.0993, -2.7538)  0.1259
H (-2.0053, 0.1873, -0.8287)  0.0627
H (-2.8543, -1.9501, -0.2067)  0.1214
H (-1.6198, -1.2914, 0.8760)  0.0811
H (-1.4021, -3.5789, -1.1226)  0.1098
H (-1.1716, -3.5740, 0.6072)  0.1124
H (0.6961, -2.6201, -1.5808)  0.0833
H (0.9511, -3.8758, -0.3937)  0.1227
H (0.8185, -1.9559, 1.2571)  0.0816
H (2.9418, -3.0764, 0.4537)  0.1217
H (3.0100, -1.4747, 1.1863)  0.1116
H (2.8917, -1.9939, -1.8172)  0.1036
H (4.3625, -1.7092, -0.9055)  0.1240
H (3.4737, 0.4313, -0.2982)  0.1020
H (4.3838, 0.7057, -2.4948)  0.1160
H (2.9296, 1.6491, -2.1887)  0.1069
C (-3.8336, 2.0819, 0.0438)  0.0018
C (-2.5807, 2.8238, -0.2320)  -0.3688
N (-2.1675, 3.2337, -1.3916)  0.1152
N (-0.9888, 3.8752, -1.1106)  0.0164
C (-0.6459, 3.8589, 0.1908)  -0.9373
S (0.6869, 4.4988, 0.9542)  0.5406
N (-1.6919, 3.1695, 0.7500)  -0.1210
N (-1.8430, 2.8081, 2.0876)  0.1262
H (-4.4259, 2.0280, -0.8661)  0.0873
H (-4.3935, 2.5879, 0.8293)  0.0887
H (-3.6285, 1.0742, 0.4109)  0.0785
H (-0.4698, 4.3340, -1.8367)  0.1470
H (-1.3538, 1.9054, 2.2328)  0.0430
H (-1.3730, 3.5252, 2.6289)  0.0703
C (-0.5843, 1.1229, 4.5041)  0.0081
C (-0.2810, -0.0529, 3.5594)  -0.5014
O (-0.5471, 0.2014, 2.2569)  -0.3476
C (-1.1378, -1.2632, 4.0077)  -0.5513
F (-1.0313, -2.3078, 3.1626)  0.1345
F (-0.8234, -1.7233, 5.2363)  0.1458
F (-2.4377, -0.9265, 4.0355)  0.1478
C (1.2182, -0.4152, 3.7536)  -0.5433
F (1.6224, -0.4221, 5.0335)  0.1496
F (1.5378, -1.6322, 3.2523)  0.1269
F (1.9950, 0.4732, 3.1049)  0.1203
H (-1.6209, 1.4221, 4.3617)  0.0867
H (0.0694, 1.9559, 4.2424)  0.0990
H (-0.4317, 0.8689, 5.5523)  0.0938

For the highest occupied orbital energy, the calculation gives -7.81 eV. The calculation puts the relative energy (zero: lowest compared OMol25 entry of this formula, charge and spin) at 0.0 kcal per mole. Its HOMO-LUMO gap is 8.1 eV. The LUMO energy comes out at 0.3 eV. The electronic energy is -63967.9298 eV.

---

# 3
A cluster of 2 separate species, O3S2 in total, computed with wB97M-V/def2-TZVPD.

Last column: Löwdin charge in e.
Geometry (Å):
O (0.1021, -0.2024, 1.5964)  -0.4559
O (1.0227, -1.1694, -0.3844)  -0.4489
O (-0.9714, 0.6459, -0.8688)  -0.7603
S (-0.1332, -1.0694, 0.4666)  0.8230
S (-0.0202, 1.7954, -0.8097)  0.8422

For the highest occupied orbital energy (alpha / beta), the calculation gives -10.16 / -10.16 eV. The calculation puts the relative energy (zero: lowest compared OMol25 entry of this formula, charge and spin) at 9.3 kcal per mole. Its HOMO-LUMO gap (alpha / beta) is 7.7 / 7.7 eV. The LUMO energy (alpha / beta) comes out at -2.5 / -2.5 eV. The electronic energy is -27810.2999 eV.

---

# 4
A structure of composition C47H93BBr32IO, computed with wB97M-V/def2-TZVPD.

Last column: Löwdin charge in e.
Geometry (Å):
C (-0.6227, 6.0724, 4.4819)  -0.0969
C (-1.9164, 5.5124, 4.9812)  -0.1168
B (-2.7952, 4.3275, 4.1856)  -0.6925
C (-1.9137, 2.9474, 4.3251)  -0.2001
C (-2.7757, 1.5575, 4.0707)  -0.1813
C (-1.8800, 0.5979, 3.0636)  -0.1996
C (-1.2964, -0.7505, 3.8168)  -0.2085
C (-1.6063, -2.1153, 2.9185)  -0.2151
C (-0.6493, -2.2295, 1.5769)  -0.2235
C (0.9582, -2.1994, 1.8972)  -0.2128
C (1.5513, -0.6614, 1.7622)  -0.2060
C (2.7391, -0.7153, 0.6338)  -0.2179
C (3.6212, 0.6585, 0.4887)  -0.3132
C (2.7432, 2.0433, 0.4096)  -0.1167
C (-3.0236, 4.8640, 2.6496)  -0.1635
C (-2.7921, 3.7449, 1.4749)  -0.6357
O (-1.6305, 3.1969, 1.1086)  -0.1548
I (-4.6004, 3.0090, 0.3987)  0.6508
H (-0.2981, 7.2113, 4.6138)  0.0279
H (0.0984, 5.3209, 3.9106)  0.0606
H (-2.2903, 5.9214, 6.0265)  0.0775
H (-3.8187, 4.1776, 4.7437)  0.0659
H (-1.5646, 2.8911, 5.4661)  0.0992
H (-0.9119, 3.0022, 3.7019)  0.0959
H (-3.1084, 1.0144, 5.0525)  0.0901
H (-3.7768, 1.8969, 3.5175)  0.0935
H (-2.5704, 0.2400, 2.1620)  0.1057
H (-0.9623, 1.1371, 2.5765)  0.0819
H (-1.8341, -0.8919, 4.8478)  0.0236
H (-0.1417, -0.5951, 3.9780)  0.0951
H (-1.4545, -3.1087, 3.5557)  0.0895
H (-2.7328, -1.9959, 2.5441)  0.1177
H (-0.9517, -1.3762, 0.8048)  0.1108
H (-0.9221, -3.2505, 1.0351)  0.0954
H (1.4835, -2.8908, 1.0860)  0.1000
H (1.2324, -2.6374, 2.9549)  0.0863
H (0.6672, 0.0341, 1.3810)  0.1034
H (1.9428, -0.3348, 2.8377)  0.1133
H (3.4997, -1.5626, 0.9869)  0.0932
H (2.3587, -1.0730, -0.4353)  0.0987
H (4.4858, 0.7420, 1.3045)  -0.0355
H (4.1981, 0.5760, -0.5527)  0.0578
H (2.5706, 2.3148, -0.7170)  0.0738
H (3.3942, 2.8759, 0.9636)  0.0772
H (1.7137, 2.0106, 0.9658)  0.0707
H (-4.1712, 5.1865, 2.5777)  0.0858
H (-2.4095, 5.8177, 2.3557)  0.0923
Br (-0.5721, -0.2540, 7.8505)  0.6060
C (-2.4609, -0.6476, 8.1352)  -0.6836
C (-2.6985, -2.1355, 8.2498)  -0.6888
Br (-2.6443, -2.9960, 6.5004)  0.6405
H (-3.0117, -0.1822, 7.3132)  0.0447
H (-2.7184, -0.1430, 9.0708)  0.0578
H (-3.7020, -2.3372, 8.6347)  0.0551
H (-1.9635, -2.6452, 8.8791)  0.0489
Br (0.0805, -4.9999, -3.3176)  0.5906
C (0.4380, -3.7159, -1.8939)  -0.6858
C (-0.0097, -2.3266, -2.2850)  -0.6798
Br (1.2480, -1.5031, -3.5274)  0.6074
H (1.5057, -3.7799, -1.6666)  0.0514
H (-0.1341, -4.0776, -1.0348)  0.0450
H (-0.0222, -1.6659, -1.4137)  0.0388
H (-0.9922, -2.3063, -2.7651)  0.0584
Br (3.9172, -6.2634, -3.3277)  0.5965
C (3.7567, -5.7674, -5.2070)  -0.6663
C (2.8628, -6.7308, -5.9528)  -0.7138
Br (3.7902, -8.4036, -6.3341)  0.5808
H (4.7714, -5.7151, -5.6113)  0.0240
H (3.3211, -4.7642, -5.1999)  0.0606
H (2.5921, -6.3264, -6.9320)  0.0465
H (1.9512, -6.9887, -5.4063)  0.0079
Br (3.4671, -12.2138, -2.0359)  0.6326
C (4.1608, -11.8336, -3.8185)  -0.6864
C (5.6576, -11.6285, -3.7909)  -0.6939
Br (6.1162, -9.8672, -3.0900)  0.5883
H (3.6109, -10.9676, -4.1973)  0.0328
H (3.9031, -12.7120, -4.4170)  0.0583
H (6.0681, -11.6467, -4.8043)  0.0582
H (6.1852, -12.3637, -3.1767)  0.0507
Br (6.9045, 1.7239, 0.2964)  0.7310
C (7.8229, 0.0686, -0.1728)  -0.6475
C (8.0336, -0.0360, -1.6655)  -0.6670
Br (6.3836, -0.5346, -2.5781)  0.6483
H (7.2316, -0.7530, 0.2408)  0.0616
H (8.7826, 0.1183, 0.3493)  0.0608
H (8.7409, -0.8363, -1.8999)  0.0470
H (8.3814, 0.8954, -2.1211)  0.0569
Br (-5.1733, 1.6254, -4.7277)  0.5925
C (-6.6765, 2.8658, -4.6550)  -0.6994
C (-6.7802, 3.5209, -3.2973)  -0.6958
Br (-7.5480, 2.3024, -1.9822)  0.5553
H (-7.5705, 2.3010, -4.9339)  0.0491
H (-6.4675, 3.6111, -5.4276)  0.0522
H (-7.4664, 4.3716, -3.3310)  0.0524
H (-5.8165, 3.8525, -2.9007)  0.0402
Br (0.3340, -8.3996, -1.3645)  0.5937
C (0.5261, -10.2321, -0.7251)  -0.7253
C (-0.7804, -10.7615, -0.1809)  -0.6995
Br (-1.1513, -10.0387, 1.5922)  0.5940
H (1.3343, -10.2303, 0.0115)  0.0494
H (0.8401, -10.8071, -1.6008)  0.0092
H (-0.7292, -11.8448, -0.0411)  0.0552
H (-1.6420, -10.5209, -0.8102)  0.0520
Br (4.6860, 4.2826, 4.2596)  0.6092
C (6.1770, 3.1589, 4.8233)  -0.6958
C (6.5452, 2.1599, 3.7511)  -0.7014
Br (5.2751, 0.6808, 3.6979)  0.6433
H (5.8863, 2.6932, 5.7691)  0.0519
H (7.0031, 3.8526, 5.0039)  0.0544
H (7.5113, 1.6971, 3.9707)  0.0597
H (6.5741, 2.5920, 2.7468)  -0.0365
Br (9.9948, -3.4467, -4.1050)  0.5908
C (8.1061, -3.8404, -3.8202)  -0.7068
C (7.8684, -5.3283, -3.7056)  -0.6844
Br (7.9227, -6.1887, -5.4550)  0.5989
H (7.5553, -3.3749, -4.6423)  0.0541
H (7.8486, -3.3358, -2.8847)  0.0279
H (6.8650, -5.5300, -3.3208)  0.0133
H (8.6035, -5.8380, -3.0764)  0.0557
Br (-0.0666, -8.2202, -7.1968)  0.6439
C (-0.2385, -8.6755, -9.0853)  -0.6825
C (0.9431, -8.1699, -9.8799)  -0.6931
Br (0.8139, -6.2491, -10.1926)  0.6016
H (-1.1957, -8.2707, -9.4257)  0.0530
H (-0.2815, -9.7681, -9.1115)  0.0573
H (0.9585, -8.6196, -10.8766)  0.0568
H (1.9043, -8.3495, -9.3901)  0.0423
Br (-3.2879, 11.1033, 4.5300)  0.5781
C (-2.3695, 9.4480, 4.0608)  -0.7078
C (-2.1589, 9.3434, 2.5681)  -0.6867
Br (-3.8089, 8.8449, 1.6555)  0.5981
H (-2.9608, 8.6264, 4.4744)  0.0500
H (-1.4098, 9.4977, 4.5829)  0.0503
H (-1.4516, 8.5431, 2.3337)  0.0513
H (-1.8111, 10.2748, 2.1125)  0.0476
Br (-6.2129, 7.4801, -1.1706)  0.5986
C (-7.7160, 8.7205, -1.0980)  -0.9233
C (-7.8197, 9.3756, 0.2597)  -0.6611
Br (-8.5875, 8.1571, 1.5749)  0.6333
H (-8.6100, 8.1557, -1.3768)  0.0070
H (-7.5070, 9.4658, -1.8706)  -0.0701
H (-8.5059, 10.2263, 0.2260)  0.0577
H (-6.8560, 9.7072, 0.6563)  0.0361
Br (4.6229, -1.5518, 7.2214)  0.5854
C (3.0086, -2.0109, 6.2280)  -0.6918
C (3.2008, -3.2775, 5.4267)  -0.6764
Br (4.2564, -2.9439, 3.8210)  0.6020
H (2.7541, -1.1429, 5.6134)  0.0486
H (2.2362, -2.1501, 6.9897)  0.0454
H (2.2405, -3.6529, 5.0626)  0.0529
H (3.7085, -4.0703, 5.9833)  0.0515
Br (-9.2086, 3.3862, 3.9877)  0.6010
C (-9.5435, 4.8449, 5.2381)  -0.7035
C (-9.1378, 6.1755, 4.6479)  -0.7203
Br (-7.2014, 6.4052, 4.6890)  0.5980
H (-9.0137, 4.6008, 6.1630)  0.0510
H (-10.6209, 4.8182, 5.4239)  0.0515
H (-9.5345, 7.0000, 5.2467)  0.0567
H (-9.4523, 6.3031, 3.6082)  -0.0005
Br (4.0916, -0.3298, -6.3622)  0.5741
C (3.7568, 1.1289, -5.1118)  -0.7053
C (4.1625, 2.4595, -5.7020)  -0.6883
Br (6.0988, 2.6892, -5.6609)  0.5840
H (4.2866, 0.8847, -4.1868)  0.0055
H (2.6793, 1.1021, -4.9259)  0.0426
H (3.7658, 3.2839, -5.1032)  0.0611
H (3.8480, 2.5871, -6.7417)  0.0519
Br (-5.3629, 7.7830, -6.1858)  0.6041
C (-6.8661, 9.0234, -6.1132)  -0.6992
C (-6.9698, 9.6786, -4.7554)  -0.5980
Br (-7.7376, 8.4600, -3.4403)  0.8127
H (-7.7601, 8.4587, -6.3920)  0.0514
H (-6.6571, 9.7688, -6.8858)  0.0542
H (-7.6560, 10.5293, -4.7892)  0.0644
H (-6.0061, 10.0102, -4.3588)  0.0678

Its charge is -1. For the highest occupied orbital energy, the calculation gives -4.53 eV. Its HOMO-LUMO gap is 5.8 eV. The LUMO energy comes out at 1.2 eV. The electronic energy is -2302425.1198 eV.